(i)
Below is a gas-phase ion, C4H7NO2S (charge -2), with properties calculated with wB97M-V/def2-TZVPD.

Geometry as XYZ:
```
15
Properties=species:S:1:pos:R:3:mulliken_charge:R:1
O 1.090 -0.662 -2.720 -0.8213
C 1.568 -1.095 -1.604 -0.0289
N 1.227 -0.865 -0.381 -0.6755
C 0.020 -0.127 0.085 0.6741
C -0.017 1.303 -0.481 -0.5082
O -0.031 1.345 -1.872 -0.6535
C -0.150 -0.050 1.606 -1.1070
S -1.782 -0.073 2.564 -0.8005
H 2.335 -1.867 -1.813 0.3632
H -0.772 -0.723 -0.394 0.2390
H -0.999 1.714 -0.169 0.2264
H 0.733 2.003 -0.067 0.2228
H 0.386 0.573 -2.363 0.4448
H 0.293 0.863 1.961 0.1093
H 0.318 -0.947 2.035 0.3152
```

Calculated values
charge: -2
SMILES: [O-]/C=N\[C@H](CO)C[S-]

---

(ii)
Below is a gas-phase ion, C4H7NO2S (charge -2), with properties calculated with wB97M-V/def2-TZVPD.

Geometry as XYZ:
```
15
Properties=species:S:1:pos:R:3:mulliken_charge:R:1
O 2.970 -1.034 0.605 -0.7574
C 2.008 -1.838 0.740 0.4931
O 2.042 -3.101 0.845 -0.8176
N 0.694 -1.276 0.657 -0.1570
C 0.455 0.038 0.093 -0.4486
C -1.027 0.327 -0.092 -0.2820
C -1.298 1.727 -0.652 -0.8353
S -3.034 2.100 -1.111 -0.7723
H -0.015 -1.982 0.597 0.2161
H 0.975 0.129 -0.867 0.1742
H 0.938 0.801 0.699 0.1974
H -1.437 -0.388 -0.805 0.2381
H -1.607 0.195 0.828 0.2831
H -0.723 1.800 -1.582 0.2197
H -0.942 2.501 0.046 0.2488
```

Calculated values
charge: -2
SMILES: O=C([O-])NCCC[S-]

---

In terms of stability, (ii) leads; the second structure lies 2.243 eV higher.

---

(i)
Below is a molecular structure, C30H30BBrN10NiS, with properties calculated with wB97M-V/def2-TZVPD.

Geometry as XYZ:
```
74
Properties=species:S:1:pos:R:3:lowdin_spin:R:1
Ni -0.078 -0.018 -0.067 1.3560
C -1.373 -1.971 2.780 0.0007
C -0.482 -0.798 2.984 0.0043
C -0.118 -0.232 4.210 0.0007
C 0.712 0.820 3.894 -0.0013
N 0.837 0.872 2.560 0.0002
N 0.107 -0.110 2.000 0.0395
B 1.734 1.828 1.728 0.0003
N 0.810 2.678 0.821 -0.0009
C 0.697 4.009 0.684 -0.0028
C -0.254 4.277 -0.266 0.0010
C -0.710 3.030 -0.697 0.0018
C -1.755 2.882 -1.742 -0.0008
N -0.052 2.076 -0.031 0.0209
N 2.598 0.932 0.809 0.0010
C 3.936 0.880 0.719 -0.0002
C 4.270 -0.090 -0.196 0.0009
C 3.048 -0.598 -0.651 0.0023
C 2.863 -1.646 -1.687 -0.0002
N 2.049 0.033 -0.027 0.0314
N 2.659 2.582 2.681 -0.0001
C 2.935 3.881 2.956 0.0000
C 3.904 3.924 3.924 0.0000
C 4.197 2.579 4.214 0.0000
C 5.191 2.091 5.198 0.0000
N 3.440 1.807 3.460 0.0000
H -1.826 -2.257 3.725 0.0000
H -0.823 -2.829 2.399 0.0000
H -2.161 -1.740 2.066 0.0003
H -0.418 -0.544 5.190 0.0003
H 1.218 1.518 4.530 0.0000
H 1.271 4.714 1.238 -0.0002
H -0.582 5.236 -0.606 0.0003
H -2.058 3.874 -2.071 -0.0001
H -2.634 2.368 -1.362 -0.0002
H -1.376 2.347 -2.609 -0.0001
H 4.570 1.510 1.309 0.0001
H 5.252 -0.386 -0.503 0.0002
H 3.774 -2.232 -1.795 0.0000
H 2.635 -1.181 -2.646 0.0000
H 2.025 -2.293 -1.431 -0.0003
H 2.465 4.718 2.488 0.0000
H 4.347 4.792 4.360 0.0000
H 5.674 2.938 5.678 0.0000
H 5.951 1.485 4.711 0.0000
H 4.710 1.483 5.959 0.0000
Br -0.267 -0.159 -2.610 0.0067
C -2.195 -0.210 -2.594 -0.0052
C -2.867 -0.266 -3.788 0.0046
C -4.266 -0.269 -3.786 -0.0030
C -4.949 -0.195 -2.600 -0.0014
C -4.272 -0.096 -1.371 -0.0147
C -4.978 0.045 -0.159 0.0140
C -4.306 0.284 1.006 -0.0185
C -2.906 0.382 1.007 -0.0351
C -2.161 0.112 -0.120 -0.3603
C -2.843 -0.099 -1.346 -0.0478
H -2.328 -0.294 -4.723 0.0006
H -4.799 -0.322 -4.721 -0.0002
H -6.027 -0.181 -2.585 -0.0010
H -6.056 0.008 -0.175 0.0002
H -4.841 0.412 1.934 -0.0027
H -2.422 0.660 1.932 -0.0049
S -0.401 -2.609 -0.608 -0.0042
C -0.244 -4.202 -0.102 0.0059
N 0.828 -4.944 -0.566 0.0045
C 0.835 -6.293 -0.463 0.0004
C -0.192 -6.920 0.182 0.0035
C -1.154 -6.092 0.804 0.0008
N -1.167 -4.793 0.650 0.0029
H 1.582 -4.459 -1.038 -0.0001
H 1.672 -6.819 -0.898 -0.0001
H -0.252 -7.992 0.240 0.0002
H -1.925 -6.506 1.442 -0.0001
```

Calculated values
expectation value of S²: 1.1798
charge: +1
multiplicity: 2

---

(ii)
Below is a molecular structure, C30H30BBrN10NiS, with properties calculated with wB97M-V/def2-TZVPD.

Geometry as XYZ:
```
74
Properties=species:S:1:pos:R:3:lowdin_spin:R:1
Ni 0.062 0.291 0.456 0.9313
C 0.549 2.234 3.498 -0.0003
C 1.021 2.739 2.175 0.0024
C 1.856 3.828 1.888 0.0011
C 1.997 3.815 0.519 -0.0010
N 1.265 2.799 0.024 0.0006
N 0.681 2.124 1.051 0.0264
B 1.152 2.259 -1.434 -0.0006
N 2.085 0.991 -1.485 -0.0010
C 3.249 0.786 -2.124 -0.0003
C 3.903 -0.267 -1.512 -0.0001
C 3.059 -0.651 -0.459 -0.0002
C 3.325 -1.622 0.645 -0.0008
N 1.955 0.092 -0.472 0.0083
N -0.334 1.919 -1.755 -0.0013
C -1.099 2.474 -2.717 -0.0007
C -2.402 2.084 -2.513 0.0003
C -2.360 1.269 -1.372 0.0001
C -3.485 0.589 -0.662 -0.0016
N -1.111 1.174 -0.933 0.0125
N 1.593 3.315 -2.428 -0.0001
C 1.254 4.630 -2.429 0.0000
C 1.522 5.138 -3.671 0.0000
C 2.011 4.037 -4.409 0.0000
C 2.453 4.001 -5.835 0.0000
N 2.034 2.947 -3.662 0.0000
H 0.498 3.044 4.222 0.0000
H -0.441 1.788 3.404 -0.0003
H 1.229 1.476 3.893 -0.0001
H 2.292 4.522 2.584 0.0003
H 2.569 4.457 -0.127 0.0000
H 3.527 1.414 -2.952 0.0000
H 4.879 -0.652 -1.753 0.0000
H 4.167 -1.273 1.244 -0.0001
H 2.460 -1.702 1.302 -0.0005
H 3.589 -2.621 0.294 -0.0001
H -0.671 3.112 -3.472 0.0000
H -3.264 2.356 -3.095 0.0001
H -4.329 1.270 -0.554 -0.0001
H -3.840 -0.288 -1.206 -0.0001
H -3.168 0.276 0.334 -0.0014
H 0.830 5.102 -1.559 0.0000
H 1.393 6.152 -4.004 0.0000
H 3.108 4.842 -6.061 0.0000
H 2.988 3.076 -6.038 0.0000
H 1.598 4.058 -6.510 0.0000
Br -0.142 -1.355 2.341 -0.0064
C -1.889 -2.133 2.379 -0.0040
C -2.410 -2.210 3.639 0.0007
C -3.671 -2.786 3.868 -0.0002
C -4.372 -3.278 2.813 0.0008
C -3.856 -3.207 1.497 -0.0003
C -4.643 -3.742 0.448 0.0009
C -4.224 -3.708 -0.844 -0.0001
C -2.989 -3.108 -1.132 0.0014
C -2.188 -2.588 -0.147 -0.0012
C -2.582 -2.617 1.232 -0.0008
H -1.839 -1.824 4.471 0.0000
H -4.064 -2.835 4.874 0.0000
H -5.343 -3.733 2.957 0.0000
H -5.599 -4.181 0.706 0.0000
H -4.829 -4.113 -1.643 0.0000
H -2.664 -3.034 -2.162 0.0002
S -0.760 -1.767 -0.818 0.0091
C 0.382 -3.058 -0.929 0.0081
N 1.495 -2.774 -1.654 0.0069
C 2.460 -3.687 -1.859 0.0006
C 2.303 -4.939 -1.335 0.0054
C 1.146 -5.164 -0.581 0.0006
N 0.210 -4.249 -0.379 0.0054
H 1.631 -1.823 -1.992 0.0000
H 3.316 -3.361 -2.432 -0.0001
H 3.048 -5.706 -1.477 0.0003
H 0.973 -6.127 -0.117 -0.0001
```

Calculated values
expectation value of S²: 0.7591
charge: +1
multiplicity: 2

---

In terms of stability, (ii) leads; the second structure lies 0.879 eV higher.

---

(i)
Below is 2 unconnected molecules or ions with the total composition C2H5O, with properties calculated with wB97M-V/def2-TZVPD.

Geometry as XYZ:
```
8
Properties=species:S:1:pos:R:3:mulliken_charge:R:1
O -2.279 0.264 -0.796 -1.1135
H -2.683 -0.320 -1.450 0.1171
C 0.403 0.464 0.586 -0.3629
C 1.228 -0.484 0.186 -0.5617
H 0.825 1.259 1.207 0.1781
H -0.629 0.609 0.266 0.2313
H 2.279 -0.514 0.451 0.2265
H 0.855 -1.278 -0.450 0.2851
```

Calculated values
charge: -1

---

(ii)
Below is a gas-phase ion, C2H5O (charge -1), with properties calculated with wB97M-V/def2-TZVPD.

Geometry as XYZ:
```
8
Properties=species:S:1:pos:R:3:mulliken_charge:R:1
C 0.599 -0.001 0.502 -0.8410
C -0.600 0.012 -0.530 -0.1493
O -1.796 0.232 0.029 -0.8964
H 0.159 0.028 1.504 0.2248
H 1.286 0.853 0.418 0.2224
H 1.208 -0.912 0.415 0.2459
H -0.351 0.781 -1.304 0.1083
H -0.504 -0.993 -1.034 0.0853
```

Calculated values
charge: -1
SMILES: CC[O-]

---

(iii)
Below is a gas-phase ion, C2H5O (charge -1), with properties calculated with wB97M-V/def2-TZVPD.

Geometry as XYZ:
```
8
Properties=species:S:1:pos:R:3:mulliken_charge:R:1
C 0.188 -1.101 -0.450 -0.9034
C -0.433 0.295 -0.167 -0.2367
O 0.296 1.024 0.757 -0.8917
H -0.349 -1.715 -1.118 0.3646
H 1.189 -0.911 -0.929 0.2082
H 0.395 -1.708 0.561 0.1846
H -1.489 0.111 0.264 0.1268
H -0.640 0.871 -1.135 0.1475
```

Calculated values
charge: -1
SMILES: CC[O-]

---

In terms of stability, (ii) leads; the second structure lies 0.163 eV higher.

---

(i)
Below is a single C4H9N3O2 molecule, with properties calculated with wB97M-V/def2-TZVPD.

Geometry as XYZ:
```
18
Properties=species:S:1:pos:R:3:mulliken_charge:R:1
C 3.158 -1.137 -0.059 -0.5323
O 1.915 -1.692 -0.430 -0.1261
N 1.023 -0.668 -0.739 -0.6879
C -0.080 -1.200 -1.213 0.1406
N -1.108 -0.438 -1.612 -0.5295
C -1.597 0.482 -0.868 0.1208
N -1.281 0.944 0.395 0.0866
C -2.244 1.790 1.149 -0.8380
O -0.701 0.029 1.267 -0.4504
H 3.064 -0.459 0.803 0.2531
H 3.868 -1.942 0.135 0.2625
H 3.636 -0.518 -0.851 0.2546
H -0.189 -2.270 -1.314 0.4268
H -2.287 1.091 -1.455 0.2789
H -2.401 2.655 0.475 0.3361
H -3.153 1.200 1.340 0.3019
H -1.829 2.186 2.080 0.2870
H 0.205 -0.051 0.897 0.4155
```

Calculated values
charge: 0
SMILES: CO/N=C/N=C\N(C)O

---

(ii)
Below is a single C4H9N3O2 molecule, with properties calculated with wB97M-V/def2-TZVPD.

Geometry as XYZ:
```
18
Properties=species:S:1:pos:R:3:mulliken_charge:R:1
O -3.569 0.146 -0.762 -0.5299
N -2.308 0.331 -0.931 0.0364
N -1.673 0.263 0.246 0.2726
O -2.287 -0.461 1.319 -0.4439
N -0.245 0.103 0.418 -0.0181
C 0.466 1.363 0.246 -0.5111
C 1.930 0.678 -0.211 -0.5888
C 1.696 -0.946 -0.227 -0.5810
C 0.197 -1.090 -0.402 -0.4748
H -3.237 -0.414 1.211 0.3693
H -0.098 1.937 -0.491 0.3513
H 0.652 1.762 1.482 0.2415
H 2.440 1.228 -0.972 0.4070
H 2.543 0.908 0.682 0.2049
H 2.214 -1.454 -1.011 0.3887
H 1.965 -1.573 0.701 0.2403
H -0.262 -0.955 -1.446 0.2934
H -0.424 -1.827 0.149 0.3422
```

Calculated values
charge: 0
SMILES: O=NN(O)N1CCCC1

---

(iii)
Below is a single C4H9N3O2 molecule, with properties calculated with wB97M-V/def2-TZVPD.

Geometry as XYZ:
```
18
Properties=species:S:1:pos:R:3:mulliken_charge:R:1
C 1.037 -1.286 -0.279 -0.3734
C 0.087 -1.068 0.898 -0.5709
N -0.659 0.094 0.710 -0.1555
N -1.795 -0.134 -0.604 0.3080
N -2.832 0.751 -0.501 -0.3757
O -2.932 -0.614 0.058 -0.3182
C 0.101 1.259 0.353 -0.6188
C 1.058 0.844 -0.788 -0.5630
O 1.932 -0.208 -0.450 -0.4148
H 1.614 -2.199 -0.029 0.3412
H 0.595 -1.395 -1.332 0.3245
H -0.631 -1.864 1.137 0.2915
H 0.674 -0.894 1.775 0.3718
H -3.373 0.808 -1.383 0.2826
H 0.694 1.540 1.177 0.3822
H -0.589 2.110 0.279 0.3216
H 0.543 0.636 -1.702 0.3817
H 1.761 1.634 -1.044 0.3852
```

Calculated values
charge: 0
SMILES: C1CN(n2[nH]o2)CCO1

---

In terms of stability, (i) leads; the second structure lies 2.605 eV higher.